C16H18ClNS2 in the gas phase in a non-equilibrium geometry, computed with ωB97M-V with the def2-TZVPD basis set.

Orbital gap: 8.6368 eV
LUMO energy: 0.013 Eh
Relative energy (zero: lowest compared OMol25 entry of this formula, charge and spin): 2.365 eV
SMILES string: CC1(C)C[C@@H](c2nc(-c3ccc(Cl)cc3)cs2)CCS1

Each line ends with the natural charge from an NBO analysis.
Atoms and positions in Å:
C -2.609 3.776 1.105  -0.6069
C -1.202 3.189 1.338  -0.1662
C -1.266 2.884 2.828  -0.6279
C -0.980 2.005 0.325  -0.4118
C 0.363 1.330 0.283  -0.2424
C 0.273 0.248 -0.812  0.0872
N 0.306 -1.017 -0.460  -0.4479
C 0.522 -1.838 -1.603  0.1190
C 0.556 -3.341 -1.399  -0.0489
C 0.731 -4.308 -2.357  -0.1979
C 0.743 -5.606 -2.045  -0.2250
C 0.647 -6.120 -0.716  -0.0374
Cl 1.001 -7.752 -0.233  0.0142
C 0.418 -5.158 0.263  -0.2309
C 0.197 -3.838 -0.105  -0.1728
C 0.572 -1.279 -2.902  -0.4440
S 0.424 0.434 -2.552  0.3895
C 1.532 2.403 -0.100  -0.4019
C 1.572 3.535 0.913  -0.5483
S 0.040 4.439 1.054  0.2147
H -3.361 3.248 1.595  0.2110
H -2.946 3.566 0.063  0.2095
H -2.712 4.851 1.342  0.2270
H -1.083 3.735 3.413  0.2310
H -0.431 2.348 3.166  0.2012
H -2.116 2.296 3.040  0.2062
H -1.096 2.421 -0.648  0.2099
H -1.747 1.285 0.504  0.2164
H 0.525 0.822 1.341  0.2414
H 1.052 -4.009 -3.325  0.2077
H 1.135 -6.279 -2.787  0.2190
H 0.293 -5.480 1.309  0.2243
H -0.276 -3.232 0.685  0.2362
H 0.785 -1.738 -3.875  0.2627
H 2.528 2.006 0.049  0.2205
H 1.359 2.841 -1.070  0.2122
H 1.865 3.108 1.878  0.2058
H 2.386 4.225 0.495  0.2430